*A*
Computed, not measured: a cluster of 7 separate species, H12IO6 in total, with ωB97M-V/def2-TZVPD.

Spin multiplicity: 1
LUMO level, eV: 3.00
Charge: -1

Geometry as XYZ:
```
19
Properties=species:S:1:pos:R:3:nbo_charge:R:1
I 0.744 -0.769 0.023 -0.916
O -1.281 -3.686 -0.640 -0.989
H -0.672 -2.971 -1.071 0.501
H -1.081 -3.825 0.285 0.475
O 0.610 2.066 2.299 -0.967
H 0.465 1.205 1.865 0.483
H 0.371 1.758 3.150 0.468
O 0.115 -0.430 3.509 -0.950
H 1.029 -0.679 3.666 0.459
H 0.209 -0.894 2.703 0.483
O -0.315 -0.978 -3.312 -0.986
H 0.133 -1.043 -2.453 0.491
H -1.216 -1.407 -3.246 0.470
O 1.512 2.246 -2.219 -0.927
H 1.409 1.882 -3.092 0.450
H 1.268 1.438 -1.836 0.473
O -1.322 2.324 -0.106 -0.955
H -1.030 1.360 -0.235 0.474
H -0.948 2.404 0.709 0.465
```

*B*
Computed, not measured: a cluster of 7 separate species, H12IO6 in total, with ωB97M-V/def2-TZVPD.

Spin multiplicity: 1
LUMO level, eV: 2.97
Charge: -1

Geometry as XYZ:
```
19
Properties=species:S:1:pos:R:3:nbo_charge:R:1
I 0.045 0.097 -0.226 -0.872
O -1.849 1.635 2.286 -0.977
H -1.549 1.383 1.389 0.494
H -1.410 1.160 2.934 0.463
O 1.976 0.372 -3.508 -0.937
H 1.359 0.286 -2.858 0.480
H 1.424 0.616 -4.326 0.453
O -2.415 -2.432 1.130 -0.956
H -1.954 -1.852 0.491 0.490
H -3.310 -1.840 1.362 0.458
O 1.139 -3.505 -0.100 -0.991
H 2.134 -3.427 -0.033 0.466
H 0.719 -2.534 -0.138 0.504
O -0.827 3.324 -1.457 -1.010
H -0.707 2.393 -1.125 0.509
H -0.319 3.637 -2.317 0.476
O 2.152 0.523 2.253 -0.958
H 1.569 0.290 1.506 0.469
H 1.824 -0.128 2.737 0.439
```

Which structure wins on stability? *A* wins.

*A*
Computed, not measured: a cluster of 7 separate species, H12IO6 in total, with ωB97M-V/def2-TZVPD.

Spin multiplicity: 1
LUMO level, eV: 3.09
Charge: -1

Geometry as XYZ:
```
19
Properties=species:S:1:pos:R:3:nbo_charge:R:1
I 0.198 -0.933 -0.383 -0.897
O -1.271 -3.970 0.138 -0.992
H -0.862 -2.986 0.219 0.487
H -1.398 -4.017 -0.786 0.450
O -1.025 0.754 2.795 -0.960
H -0.363 0.905 3.416 0.459
H -0.591 0.732 1.878 0.492
O 3.271 0.265 -1.912 -0.932
H 3.022 1.117 -2.302 0.451
H 2.409 -0.071 -2.005 0.475
O -0.179 2.393 -1.580 -0.975
H 0.193 2.411 -0.713 0.473
H -0.183 1.475 -1.951 0.495
O 2.102 1.527 1.454 -0.968
H 1.751 0.833 1.009 0.492
H 2.226 2.328 1.008 0.467
O -3.360 -0.678 0.105 -0.955
H -2.423 -0.578 -0.042 0.484
H -3.524 -1.510 -0.351 0.456
```

*B*
Computed, not measured: a cluster of 7 separate species, H12IO6 in total, with ωB97M-V/def2-TZVPD.

Spin multiplicity: 1
LUMO level, eV: 2.99
Charge: -1

Geometry as XYZ:
```
19
Properties=species:S:1:pos:R:3:nbo_charge:R:1
I -22.335 16.559 22.006 -0.938
O -19.886 19.105 21.716 -0.957
H -20.667 18.598 21.496 0.488
H -20.210 19.993 21.864 0.456
O -26.003 16.151 22.828 -0.957
H -25.083 16.392 22.721 0.494
H -26.150 16.175 23.773 0.453
O -21.498 13.520 20.145 -0.957
H -21.363 14.217 20.787 0.490
H -22.296 13.078 20.435 0.459
O -22.970 18.280 25.183 -0.955
H -23.818 17.839 25.231 0.457
H -22.419 17.685 24.675 0.491
O -23.595 18.401 19.101 -0.963
H -23.182 18.128 19.920 0.490
H -24.482 18.043 19.148 0.461
O -19.630 14.722 23.504 -0.962
H -20.108 15.363 22.976 0.490
H -20.259 14.444 24.170 0.460
```

Which structure wins on stability? *B* wins.